Computed, not measured: a cluster of 4 separate species, C32H46F3N6O3S in total at a distorted geometry, with wB97M-V/def2-TZVPD.

Cartesian coordinates (Å):
N  3.64186  -4.10891  -0.67246
N  5.99375  -4.16029  -1.30496
C  -5.24433  -4.96660  1.66131
O  7.75373  -1.11251  -1.88738
H  2.47358  3.19800  0.71700
C  7.74072  0.32817  0.55112
C  6.94340  -0.24283  -1.59986
C  -4.01606  3.52169  1.81802
H  4.92291  1.75327  -0.57726
H  4.11988  -4.11369  0.21964
H  -0.47219  -0.27354  0.77803
N  2.84298  1.72840  -1.12802
H  -3.27687  -2.27864  2.09081
N  3.26004  0.14283  0.67421
H  -4.36867  -1.63867  -0.02789
C  1.88516  -2.78736  0.51500
C  -4.26596  1.22769  2.50431
H  8.58974  -0.29343  0.29409
H  2.06242  -3.11508  -1.60296
C  0.58116  -2.01915  0.22262
F  -2.45938  -0.26009  2.20617
H  1.29867  -0.42859  -4.00930
C  -9.42115  3.66463  0.29356
H  -4.84910  0.42131  2.92926
C  6.15630  0.52628  -2.63054
C  4.62830  -4.04665  -1.68341
H  4.49291  2.53031  -2.06318
N  4.26211  -3.86872  -2.88833
C  -4.78456  2.50831  2.37466
H  -1.18525  1.75862  1.20346
H  6.33366  0.02664  -3.57200
C  4.28220  1.66146  -1.44940
C  4.64322  0.44715  -2.29150
H  6.28672  0.11366  2.13872
H  5.08826  -3.80653  -3.47328
C  -8.71936  5.91461  -0.17855
C  -2.19372  1.98226  1.52270
O  6.61705  0.06783  -0.30129
H  3.27700  -2.05718  -0.94699
C  -8.57427  3.62512  1.39132
C  -5.54644  -3.42956  -0.13289
H  -8.50080  2.74406  2.01517
H  7.70182  -0.88676  2.33507
C  -7.87427  5.88833  0.92102
C  2.70915  -2.97994  -0.74734
H  2.45016  -2.31279  1.31131
C  2.40551  0.74862  -0.24449
S  2.34629  3.32202  -0.62037
C  -5.86420  -4.63595  0.47268
H  0.99408  -0.50330  1.66379
H  1.95497  -0.80905  -2.44749
H  0.31046  -1.33964  -2.91881
H  4.51483  -0.48457  -1.74610
H  -8.77333  6.80431  -0.79052
H  -10.02718  2.80204  0.05351
H  -6.02942  -3.15321  -1.06021
C  -9.49334  4.80617  -0.49230
C  0.56373  -0.56939  0.67432
H  -0.56014  0.86800  -2.93601
C  -4.00056  -2.93383  1.64204
H  -6.58223  -5.31567  0.03447
H  -5.78797  2.71664  2.71008
C  1.04022  -0.54031  -2.96055
F  -6.98989  4.70787  2.75501
C  -4.31821  -4.13563  2.25943
H  0.28727  -2.14431  -0.81171
C  -4.61499  -2.57956  0.44819
C  -2.72261  3.25823  1.39077
N  1.15854  0.39373  -0.26284
H  7.81226  0.84187  2.63503
H  8.04323  1.36469  0.42277
H  6.48206  1.55978  -2.68922
C  -2.97719  0.99286  2.07738
O  0.27049  0.99200  -1.09372
H  3.87060  -0.53803  0.23943
H  1.02237  1.59593  -2.92282
H  -0.19076  -2.50711  0.81045
H  6.18269  -3.76798  -0.39426
H  -10.15414  4.83206  -1.34771
C  -7.81748  4.74079  1.68400
H  1.60916  -3.77377  0.87835
H  -7.26866  6.74392  1.18859
C  0.43632  0.77382  -2.52696
H  6.29825  -5.12284  -1.34395
H  -2.12395  4.04560  0.95317
H  -4.42794  4.51629  1.71848
F  -5.55210  -6.13298  2.25452
C  7.36311  0.08724  2.00250
H  -3.85849  -4.42972  3.19350
H  4.06929  0.45480  -3.20838
H  3.81258  0.85441  1.13622

As for the electronic energy: -67992.260 eV. As for the total charge: +1. The HOMO energy is -10.80 eV. Its gap between HOMO and LUMO is 7.3 eV. The LUMO energy is -3.451 eV.

List of Löwdin charges in e, atom by atom: atom 1 (N): 0.037, atom 2 (N): 0.107, atom 3 (C): -0.287, atom 4 (O): 0.127, atom 5 (H): -0.107, atom 6 (C): -0.210, atom 7 (C): -0.449, atom 8 (C): -0.075, atom 9 (H): 0.110, atom 10 (H): 0.111, atom 11 (H): 0.103, atom 12 (N): -0.387, atom 13 (H): 0.074, atom 14 (N): 0.200, atom 15 (H): 0.097, atom 16 (C): -0.168, atom 17 (C): -0.002, atom 18 (H): 0.121, atom 19 (H): 0.106, atom 20 (C): -0.138, atom 21 (F): 0.022, atom 22 (H): 0.098, atom 23 (C): -0.079, atom 24 (H): 0.123, atom 25 (C): -0.058, atom 26 (C): -0.550, atom 27 (H): 0.113, atom 28 (N): 0.139, atom 29 (C): -0.060, atom 30 (H): 0.090, atom 31 (H): 0.128, atom 32 (C): -0.241, atom 33 (C): -0.148, atom 34 (H): 0.062, atom 35 (H): 0.052, atom 36 (C): -0.079, atom 37 (C): -0.026, atom 38 (O): -0.063, atom 39 (H): 0.076, atom 40 (C): -0.022, atom 41 (C): -0.082, atom 42 (H): 0.116, atom 43 (H): 0.078, atom 44 (C): -0.018, atom 45 (C): -0.235, atom 46 (H): 0.101, atom 47 (C): -0.386, atom 48 (S): 0.910, atom 49 (C): -0.013, atom 50 (H): 0.136, atom 51 (H): 0.048, atom 52 (H): 0.084, atom 53 (H): 0.085, atom 54 (H): 0.107, atom 55 (H): 0.107, atom 56 (H): 0.105, atom 57 (C): -0.091, atom 58 (C): -0.084, atom 59 (H): 0.132, atom 60 (C): -0.091, atom 61 (H): 0.120, atom 62 (H): 0.091, atom 63 (C): -0.050, atom 64 (F): 0.038, atom 65 (C): -0.013, atom 66 (H): 0.102, atom 67 (C): -0.099, atom 68 (C): -0.073, atom 69 (N): -0.017, atom 70 (H): 0.080, atom 71 (H): 0.125, atom 72 (H): 0.132, atom 73 (C): -0.272, atom 74 (O): -0.055, atom 75 (H): 0.088, atom 76 (H): 0.102, atom 77 (H): 0.121, atom 78 (H): 0.072, atom 79 (H): 0.103, atom 80 (C): -0.288, atom 81 (H): 0.119, atom 82 (H): 0.118, atom 83 (C): -0.170, atom 84 (H): 0.094, atom 85 (H): 0.106, atom 86 (H): 0.103, atom 87 (F): 0.065, atom 88 (C): -0.051, atom 89 (H): 0.118, atom 90 (H): 0.122, atom 91 (H): 0.115

Computed, not measured: a structure of composition C32H46F5IrN5O2PS4Sb at a distorted geometry, with wB97M-V/def2-TZVPD.

Cartesian coordinates (Å):
C  3.99986  4.15236  -2.75616
H  2.68657  -2.80550  -0.39746
H  -0.53681  -4.73054  0.54907
C  3.04812  1.56191  -2.53945
O  -2.13284  -1.47317  3.43779
H  4.10546  1.50332  -0.66066
S  -2.01618  -0.81946  -3.28625
C  1.72692  -2.58589  -6.66577
C  -3.44118  -1.53827  4.13459
H  6.86981  -3.29122  0.37576
C  4.04575  1.66661  4.01540
H  -1.57207  -3.08128  -3.95418
N  -0.45780  2.39825  4.25249
C  2.62635  -0.74006  -5.41245
C  6.06281  -2.75462  -0.10564
C  4.75028  -3.16771  0.07906
N  3.60158  0.95239  2.82020
H  5.46393  0.04494  2.67588
S  0.50134  -1.16117  -1.23704
Ir  -0.01040  -0.00361  0.73536
H  -4.71790  -1.98778  2.44732
C  -3.91208  -3.99175  0.11689
H  -4.45004  -0.25356  2.70659
C  1.25501  -3.16241  -5.49290
C  -2.41891  -2.55210  -3.51637
H  5.54955  -0.13874  -2.19184
H  4.20126  -0.77197  1.76667
H  -3.33003  -0.74591  4.87410
H  2.95155  4.21717  -4.62699
C  1.45352  -2.52593  -4.27705
H  2.69043  0.19427  0.68306
F  -1.91097  2.85092  -2.78222
C  -1.54483  -0.40904  -4.97174
H  4.53318  -4.02517  0.70271
C  -4.58843  -1.21276  3.20428
H  -0.84332  -1.15082  -5.35662
H  3.66728  2.68939  4.02798
N  1.92756  0.56244  1.23591
F  -0.10653  1.68917  -3.02762
Sb  2.42218  -0.42906  -2.36611
H  -1.62399  1.38169  2.31671
H  0.73933  -4.11335  -5.52556
H  4.37155  5.16449  -2.84243
C  2.13456  -1.31033  -4.24295
H  -3.28893  -2.65130  -4.16543
C  -2.64686  -4.36486  0.85673
H  -2.66950  -3.10644  5.39211
H  -2.64962  -2.97328  -2.53991
F  -1.06435  1.78480  -0.45796
H  2.07250  1.93643  -4.42892
C  2.41254  -1.38071  -6.62580
H  -2.79188  -5.30743  1.38184
H  -4.74200  -3.85485  0.80918
C  6.34724  -1.66366  -0.91824
C  -3.57664  -2.86945  4.83801
C  0.06247  1.66351  3.24384
C  3.84458  2.09391  -1.52961
N  1.42887  1.49273  3.33248
C  -0.40943  2.90374  -0.98365
H  -3.78054  -3.07806  -0.46375
O  -2.44945  -3.42645  1.98277
C  4.59061  0.20581  2.05119
H  -1.07639  0.57130  -4.95809
H  -1.22787  -3.51302  -0.53975
H  4.93526  3.80946  -0.85530
H  -4.40249  -2.81086  5.54754
C  3.20574  3.62048  -3.76145
H  1.80919  1.66847  4.24745
H  -1.59471  -5.23035  -0.77296
C  -1.42127  -4.45601  -0.02429
C  3.99972  -1.39247  -1.35750
C  2.32040  0.97859  2.40521
N  -0.64326  1.12645  2.31294
S  -2.25019  -0.79781  0.48109
P  -1.76984  -2.02147  2.01815
C  -0.61753  2.84370  -2.48229
H  2.79063  -0.93975  -7.53821
C  4.31710  3.39177  -1.63887
F  0.89704  2.72227  -0.69635
H  -5.50782  -1.16535  3.78802
S  0.26874  -1.98242  1.89130
H  -2.43219  -0.37408  -5.60401
H  0.10767  3.08398  4.72397
H  -4.17751  -4.80235  -0.56277
H  1.56923  -3.08435  -7.61280
H  4.90900  0.74090  1.15358
H  3.18660  0.18574  -5.39314
H  3.76250  1.14769  4.93579
C  5.31759  -0.98092  -1.55029
H  7.37222  -1.35235  -1.07059
H  5.12893  1.72840  3.99543
H  -1.45136  2.55386  4.27811
C  2.72238  2.32489  -3.65622
C  3.71305  -2.48572  -0.54369
F  -0.00912  3.85569  -3.08960
H  1.07752  -2.97708  -3.36593
H  -3.78440  -3.67265  4.13343

The multiplicity is 2. As for the electronic energy: -121058.313 eV. As for the total charge: +2. The HOMO energy (alpha / beta) is -10.34 / -10.34 eV. Its gap between HOMO and LUMO (alpha / beta) is 5.5 / 2.2 eV. Its energy above the lowest of the compared OMol25 structures with the same formula, charge and spin is 60.8 kcal/mol. The LUMO energy (alpha / beta) is -4.854 / -8.158 eV.

List of Löwdin charges in e, atom by atom: atom 1 (C): -0.037, atom 2 (H): 0.068, atom 3 (H): 0.081, atom 4 (C): -0.350, atom 5 (O): -0.298, atom 6 (H): 0.066, atom 7 (S): 0.930, atom 8 (C): -0.052, atom 9 (C): -0.397, atom 10 (H): 0.117, atom 11 (C): -0.020, atom 12 (H): 0.046, atom 13 (N): 0.196, atom 14 (C): -0.103, atom 15 (C): -0.054, atom 16 (C): -0.067, atom 17 (N): -0.124, atom 18 (H): 0.103, atom 19 (S): 0.154, atom 20 (Ir): 0.585, atom 21 (H): 0.069, atom 22 (C): -0.044, atom 23 (H): 0.075, atom 24 (C): -0.077, atom 25 (C): -0.324, atom 26 (H): 0.107, atom 27 (H): 0.089, atom 28 (H): 0.143, atom 29 (H): 0.122, atom 30 (C): -0.159, atom 31 (H): 0.022, atom 32 (F): 0.142, atom 33 (C): -0.309, atom 34 (H): 0.116, atom 35 (C): -0.050, atom 36 (H): 0.039, atom 37 (H): 0.103, atom 38 (N): -0.023, atom 39 (F): 0.007, atom 40 (Sb): 1.456, atom 41 (H): 0.089, atom 42 (H): 0.115, atom 43 (H): 0.119, atom 44 (C): -0.354, atom 45 (H): 0.071, atom 46 (C): -0.391, atom 47 (H): 0.093, atom 48 (H): 0.018, atom 49 (F): -0.179, atom 50 (H): 0.098, atom 51 (C): -0.051, atom 52 (H): 0.151, atom 53 (H): 0.087, atom 54 (C): -0.056, atom 55 (C): -0.035, atom 56 (C): -0.439, atom 57 (C): -0.138, atom 58 (N): 0.181, atom 59 (C): -0.308, atom 60 (H): 0.045, atom 61 (O): -0.266, atom 62 (C): -0.013, atom 63 (H): 0.040, atom 64 (H): 0.023, atom 65 (H): 0.115, atom 66 (H): 0.098, atom 67 (C): -0.045, atom 68 (H): 0.129, atom 69 (H): 0.099, atom 70 (C): -0.068, atom 71 (C): -0.363, atom 72 (C): -0.386, atom 73 (N): -0.023, atom 74 (S): 0.350, atom 75 (P): 0.009, atom 76 (C): -0.630, atom 77 (H): 0.119, atom 78 (C): -0.050, atom 79 (F): -0.030, atom 80 (H): 0.101, atom 81 (S): 0.363, atom 82 (H): 0.071, atom 83 (H): 0.124, atom 84 (H): 0.098, atom 85 (H): 0.119, atom 86 (H): 0.086, atom 87 (H): 0.098, atom 88 (H): 0.105, atom 89 (C): -0.115, atom 90 (H): 0.118, atom 91 (H): 0.100, atom 92 (H): 0.126, atom 93 (C): -0.129, atom 94 (C): -0.143, atom 95 (F): 0.151, atom 96 (H): 0.075, atom 97 (H): 0.080